Entry 1:
Molecular formula: C21H18Cl2F6HfN6O7S4
Method: DFT, ωB97M-V/def2-TZVPD

Cartesian coordinates (Å):
Hf1 0.2194 -0.0409 0.0194
Cl1 -3.6163 0.8754 -3.0475
C1 -2.0482 0.4157 -3.5673
C2 -1.7571 0.3343 -4.9466
C3 -0.5203 -0.0389 -5.3857
Cl2 -0.1968 -0.1358 -7.0717
C4 0.5097 -0.3519 -4.4554
C5 1.8123 -0.7671 -4.7827
C6 2.7033 -1.0565 -3.7776
C7 2.3117 -0.9133 -2.4473
N1 1.1004 -0.5043 -2.0901
C8 0.1961 -0.2470 -3.0886
C9 -1.0842 0.1243 -2.6389
O1 -1.2481 0.1524 -1.3129
H1 -2.5353 0.5685 -5.6599
H2 2.0975 -0.8638 -5.8220
H3 3.7055 -1.3939 -3.9990
H4 3.0002 -1.1561 -1.6546
C10 -0.6227 -4.7645 -0.4571
O2 -0.3246 -4.2014 0.8541
C11 -0.2399 -2.9194 0.9573
O3 -0.4227 -2.1121 0.0151
N2 0.0134 -2.4721 2.1950
N3 0.2400 -1.0949 2.3309
H5 -0.6556 -5.8349 -0.2971
H6 0.1683 -4.4996 -1.1530
H7 -1.5832 -4.3937 -0.8036
H8 0.2870 -3.1108 2.9295
H9 1.1571 -0.9433 2.7632
H10 -0.4631 -0.6972 2.9505
C12 2.0420 2.7556 -1.8035
C13 1.0206 3.1130 -0.7766
N4 0.2334 2.2836 -0.1125
C14 -0.6993 2.9735 0.6450
C15 -0.5845 4.3200 0.5913
S1 0.6913 4.7505 -0.4516
C16 -1.7238 2.1910 1.3226
C17 -2.8242 2.6455 1.9672
S2 -3.8229 1.3395 2.4038
C18 -2.7278 0.2353 1.7182
N5 -1.6498 0.8116 1.2175
C19 -3.0462 -1.2213 1.6600
H11 2.5898 1.8593 -1.5356
H12 2.7523 3.5699 -1.9333
H13 1.5435 2.5966 -2.7632
H14 -1.1810 5.0627 1.0947
H15 -3.1098 3.6652 2.1664
H16 -4.0971 -1.3873 1.8877
H17 -2.4706 -1.8028 2.3817
H18 -2.8500 -1.5929 0.6546
F1 4.9532 0.6041 -0.3745
C20 4.7683 -0.4782 0.3523
F2 5.6342 -0.5562 1.3264
F3 4.8482 -1.5571 -0.4179
S3 3.0194 -0.4411 1.0724
O4 2.3233 0.6799 0.3785
O5 2.3233 -1.6569 0.6800
N6 3.0712 -0.2937 2.5962
S4 3.5650 1.1014 3.2823
O6 3.8132 0.8517 4.6501
O7 4.4676 1.7790 2.4110
C21 1.9955 2.1465 3.2367
F4 2.1324 3.1493 2.3863
F5 1.7134 2.6003 4.4350
F6 0.9217 1.4057 2.8105

* ΔE to the lowest compared entry with this formula, charge and spin: 14.7 kcal/mol
* charge: +2
* LUMO level: -6.315 eV
* E: -131331.2763 eV
* orbital gap: 7.257 eV

Mulliken charges in e: Hf 2.426; Cl -0.184; C 0.420; C -0.485; C 0.594; Cl -0.206; C -0.416; C -0.770; C -1.244; C -0.256; N 0.259; C 0.559; C -0.634; O 0.087; H 0.498; H 0.513; H 0.558; H 0.566; C -0.681; O -0.479; C 0.812; O -0.902; N -0.446; N -0.437; H 0.303; H 0.281; H 0.304; H 0.268; H 0.532; H 0.459; C -0.983; C 0.406; N 0.708; C -0.478; C -0.631; S -0.130; C -0.266; C -0.424; S -0.132; C 0.181; N 0.740; C -1.120; H -0.026; H 0.623; H 0.240; H 0.499; H 0.490; H 0.608; H 0.196; H 0.182; F -0.186; C 0.534; F -0.165; F -0.167; S 0.703; O -0.458; O -0.563; N -0.617; S 1.113; O -0.645; O -0.566; C 0.736; F -0.206; F -0.215; F -0.280



Entry 2:
Molecular formula: C4H6InO3
Method: DFT, ωB97M-V/def2-TZVPD

Cartesian coordinates (Å):
In1 0.2257 5.5591 1.6492
C1 -0.6952 -1.3984 -1.4397
C2 -0.4217 -0.4993 -0.2324
C3 0.6733 -0.7479 0.8498
O1 1.2708 0.4645 1.0357
C4 0.5441 1.4260 0.3944
O2 0.5289 2.5611 0.6438
O3 -0.2058 0.7872 -0.5748
H1 0.0905 -1.1906 -2.1838
H2 -1.7210 -1.3150 -1.8329
H3 -0.6668 -2.4338 -1.0569
H4 -1.3665 -0.5442 0.4676
H5 1.3804 -1.5339 0.4258
H6 0.3632 -1.1349 1.8541

* ΔE to the lowest compared entry with this formula, charge and spin: 10.6 kcal/mol
* charge: +3
* LUMO level: -19.855 eV
* E: -15521.3079 eV
* orbital gap: 2.279 eV

Mulliken charges in e: In 0.990; C -0.924; C 0.414; C -0.188; O -0.074; C 0.480; O -0.151; O -0.035; H 0.380; H 0.407; H 0.434; H 0.446; H 0.428; H 0.393



Entry 3:
Molecular formula: C12H16N
Method: DFT, ωB97M-V/def2-TZVPD

Cartesian coordinates (Å):
C1 -1.7142 2.0112 1.2441
C2 -0.5642 1.1310 1.0617
C3 -0.7759 -0.3847 1.4102
C4 0.2704 -1.0700 0.6746
C5 0.1567 -2.5152 0.3839
C6 0.0049 -3.0443 -0.8118
C7 0.1070 -2.1333 -1.9748
C8 0.4075 -0.8513 -1.8961
C9 0.6884 -0.1759 -0.5484
C10 2.0582 -0.1697 -0.0352
C11 1.7487 -0.8934 1.0592
N1 -0.1753 1.0792 -0.3476
C12 0.3418 2.3647 -0.8476
H1 -2.2480 2.2878 0.3279
H2 -1.4102 3.0155 1.5038
H3 -2.5318 1.6185 1.8990
H4 0.2320 1.3996 1.6286
H5 -0.9431 -0.5107 2.4481
H6 -1.6442 -0.6705 0.9999
H7 -0.1794 -3.2450 1.1817
H8 -0.0616 -4.0496 -1.0536
H9 -0.0610 -2.6084 -2.9547
H10 0.3657 -0.1299 -2.7422
H11 3.0031 0.1493 -0.4853
H12 2.3601 -1.3690 1.8122
H13 -0.9132 0.7408 -1.0240
H14 1.3150 2.3253 -0.4957
H15 0.4142 2.4897 -1.9689
H16 -0.2518 3.2082 -0.4492

* ΔE to the lowest compared entry with this formula, charge and spin: 48.3 kcal/mol
* charge: +1
* LUMO level: -2.838 eV
* E: -14183.8402 eV
* SMILES: C[C@H]1C[C@@]23C=CC=C[C@@]2(C=C3)[N@@H+]1C
* orbital gap: 9.837 eV

Mulliken charges in e: C -1.557; C 0.451; C -1.791; C 2.135; C -1.549; C -0.509; C -0.290; C -0.997; C 0.758; C -0.842; C -1.123; N -0.047; C -0.915; H 0.412; H 0.481; H 0.343; H 0.464; H 0.504; H 0.630; H 0.309; H 0.538; H 0.392; H 0.388; H 0.512; H 0.482; H 0.689; H 0.483; H 0.296; H 0.351



Entry 4:
Molecular formula: C2HN3O3
Method: DFT, ωB97M-V/def2-TZVPD

Cartesian coordinates (Å):
O1 -0.5550 -0.3009 1.8871
C1 -0.0866 -0.5168 0.7253
O2 1.2016 -1.2037 0.5657
N1 1.2314 -1.5058 -0.9246
N2 0.6318 -0.7806 -1.7101
N3 -0.0054 0.5914 -1.5827
C2 -0.4697 0.5901 -0.3156
O3 -1.0858 1.5935 0.2090
H1 -0.8623 1.5329 1.1459

* ΔE to the lowest compared entry with this formula, charge and spin: 146.7 kcal/mol
* charge: 0
* LUMO level: -1.538 eV
* E: -12697.7578 eV
* SMILES: O=c1onnnc1O
* orbital gap: 9.354 eV

Mulliken charges in e: O -0.545; C 0.574; O -0.207; N 0.065; N -0.089; N -0.318; C 0.567; O -0.408; H 0.362



Entry 5:
Molecular formula: C41H34GeN6O5SZr
Method: DFT, ωB97M-V/def2-TZVPD

Cartesian coordinates (Å):
Zr1 1.7267 1.6673 -0.5411
N1 5.4244 -1.0806 -0.0587
C1 4.5228 -0.0488 -0.0383
S1 3.9853 0.5249 -1.5881
N2 4.1937 0.3615 1.1557
N3 3.2270 1.3684 1.1655
C2 2.9674 1.7714 2.3592
C3 1.9727 2.7487 2.7805
C4 1.8276 2.9507 4.1584
C5 0.9040 3.8446 4.6603
C6 0.1073 4.5609 3.7670
C7 0.2300 4.3837 2.4022
C8 1.1602 3.4727 1.8943
O1 1.2833 3.2910 0.5899
H1 5.9142 -1.2488 -0.9200
H2 5.9189 -1.2489 0.8020
H3 3.5387 1.2921 3.1532
H4 2.4584 2.3829 4.8324
H5 0.8038 3.9872 5.7269
H6 -0.6197 5.2693 4.1445
H7 -0.3782 4.9364 1.6986
O2 2.2104 3.0652 -4.5225
C9 2.1845 3.0484 -3.3176
N4 1.1861 2.5560 -2.4771
C10 -0.0745 2.2710 -3.0004
O3 -0.4296 2.2542 -4.1530
C11 -1.0946 2.0660 -1.9006
C12 -2.4437 2.2108 -2.1583
C13 -3.3260 2.0965 -1.0983
C14 -2.8298 1.8413 0.1692
C15 -1.4635 1.6882 0.3377
N5 -0.6200 1.8003 -0.6851
C16 3.3055 3.6748 -2.5201
C17 4.2365 4.4922 -3.1296
C18 5.2211 5.0609 -2.3368
C19 5.2347 4.7904 -0.9784
C20 4.2695 3.9446 -0.4552
N6 3.3301 3.3977 -1.2173
H8 -2.7622 2.4092 -3.1709
H9 -4.3909 2.2049 -1.2584
H10 -3.4853 1.7528 1.0240
H11 -1.0265 1.4609 1.3015
H12 4.1655 4.6585 -4.1946
H13 5.9684 5.7111 -2.7722
H14 5.9804 5.2176 -0.3233
H15 4.2497 3.6880 0.5961
O4 1.0939 -0.2737 -1.3873
C21 1.1297 -0.7945 -0.2322
O5 1.0152 -0.0133 0.7673
C22 1.3928 -2.2555 -0.0665
C23 0.3642 -3.0969 -0.8190
Ge1 -1.4875 -3.0220 -0.1939
C24 -1.5681 -2.3238 1.6109
C25 -0.8368 -2.9320 2.6333
C26 -0.8285 -2.4063 3.9174
C27 -1.5610 -1.2628 4.2015
C28 -2.3059 -0.6562 3.2020
C29 -2.3062 -1.1858 1.9173
C30 -2.2103 -4.8252 -0.2065
C31 -2.1967 -5.5552 -1.3969
C32 -2.7218 -6.8374 -1.4530
C33 -3.2745 -7.4100 -0.3148
C34 -3.3001 -6.6964 0.8730
C35 -2.7715 -5.4115 0.9248
C36 -2.5601 -1.9261 -1.3907
C37 -3.9410 -1.8401 -1.1905
C38 -4.7564 -1.1876 -2.1037
C39 -4.2038 -0.6228 -3.2467
C40 -2.8364 -0.6896 -3.4580
C41 -2.0212 -1.3293 -2.5303
H16 1.4492 -2.4927 0.9951
H17 2.3832 -2.4127 -0.5067
H18 0.6457 -4.1510 -0.7740
H19 0.3949 -2.8147 -1.8727
H20 -0.2556 -3.8260 2.4309
H21 -0.2487 -2.8865 4.6952
H22 -1.5532 -0.8475 5.2009
H23 -2.8837 0.2328 3.4245
H24 -2.8867 -0.7046 1.1420
H25 -1.7797 -5.1222 -2.3002
H26 -2.7037 -7.3890 -2.3841
H27 -3.6866 -8.4098 -0.3569
H28 -3.7336 -7.1378 1.7612
H29 -2.8027 -4.8666 1.8613
H30 -4.3958 -2.3076 -0.3231
H31 -5.8251 -1.1384 -1.9368
H32 -4.8414 -0.1312 -3.9710
H33 -2.3963 -0.2373 -4.3378
H34 -0.9526 -1.3509 -2.7084

* ΔE to the lowest compared entry with this formula, charge and spin: 2.2 kcal/mol
* charge: 0
* LUMO level: -0.061 eV
* E: -130886.1662 eV
* orbital gap: 7.747 eV

Mulliken charges in e: Zr -1.118; N -0.458; C 0.721; S -0.410; N -1.480; N 1.000; C -0.407; C 1.308; C -1.030; C -0.802; C -0.509; C -0.532; C 0.364; O -0.346; H 0.251; H 0.248; H 0.346; H 0.400; H 0.418; H 0.420; H 0.496; O -0.630; C 0.041; N 0.439; C -0.077; O -0.648; C 0.582; C -0.627; C -0.480; C -1.247; C -0.499; N 0.786; C 0.384; C -0.781; C -0.321; C -0.858; C -0.280; N 0.806; H 0.617; H 0.452; H 0.489; H 0.845; H 0.536; H 0.428; H 0.423; H 0.358; O -0.595; C 1.573; O -0.446; C -0.719; C -1.645; Ge 2.051; C -0.087; C -0.164; C -0.835; C -0.611; C -0.578; C -0.254; C 0.054; C -0.502; C -0.687; C -0.445; C -0.658; C -0.315; C 0.021; C -0.386; C -0.824; C -0.537; C -0.740; C -0.051; H 0.278; H 0.577; H 0.561; H 0.571; H 0.506; H 0.416; H 0.414; H 0.408; H 0.371; H 0.362; H 0.402; H 0.380; H 0.401; H 0.278; H 0.417; H 0.417; H 0.431; H 0.404; H 0.165



Entry 6:
Molecular formula: C4H7NO
Method: DFT, ωB97M-V/def2-TZVPD

Cartesian coordinates (Å):
C1 1.2981 -1.4567 0.0217
C2 0.0735 1.3556 0.9461
O1 -1.0579 0.7652 0.9185
C3 -1.7563 0.3765 -0.1457
C4 -1.2827 0.7117 -1.4203
N1 -0.8118 1.0281 -2.4398
H1 1.5036 -2.5183 0.1698
H2 1.7785 -1.1084 -0.8950
H3 1.6871 -0.8956 0.8735
H4 0.5808 1.6056 0.0191
H5 0.4632 1.5546 1.9343
H6 -2.6923 -0.1030 0.0827
H7 0.2162 -1.3153 -0.0649

* ΔE to the lowest compared entry with this formula, charge and spin: 100.3 kcal/mol
* charge: 0
* LUMO level (spin up / spin down): -0.059 / -0.568 eV
* E: -7795.2933 eV
* orbital gap (spin up / spin down): 8.350 / 7.673 eV

Mulliken charges in e: C -0.901; C -0.482; O -0.188; C -0.327; C 0.376; N -0.447; H 0.323; H 0.261; H 0.207; H 0.377; H 0.296; H 0.345; H 0.158